(1)
Formula: C3H3Cl2N
Source: the Open Molecules 2025 dataset
Level of theory: ωB97M-V/def2-TZVPD

Calculated values
- SMILES string = [H]/N=C(\Cl)C(=C)Cl
- lowest unoccupied orbital energy (eV) = 0.334
- relative energy (zero: lowest compared OMol25 entry of this formula, charge and spin) (kcal per mole) = 32.51

The geometry in ORCA input format:
```
! wB97M-V def2-TZVPD RIJCOSX def2/J DEFGRID3
* xyz 0 1
Cl 0.36327 -0.07332 -2.35621
Cl 0.34389 0.09715 2.06034
N 1.37980 -1.42838 0.11715
C -0.19003 0.32460 -0.70113
C 0.72690 -0.45093 0.41326
C -1.24380 1.07557 -0.26550
H 1.98758 -1.99041 0.86071
H -1.39963 0.87667 0.82362
H -1.96797 1.56905 -0.95225
*
```

=====

(2)
Formula: C3H3Cl2NS
Source: the Open Molecules 2025 dataset
Level of theory: ωB97M-V/def2-TZVPD

Calculated values
- lowest unoccupied orbital energy (spin up / spin down) (eV) = -0.723 / -0.691
- relative energy (zero: lowest compared OMol25 entry of this formula, charge and spin) (kcal per mole) = 84.51

The geometry in ORCA input format:
```
! wB97M-V def2-TZVPD RIJCOSX def2/J DEFGRID3
* xyz 0 1
Cl 0.90531 -1.19906 -1.63628
Cl 0.81247 1.48614 -2.76100
S -1.05194 0.72436 -0.60240
N 1.67015 -0.50073 1.13289
C 0.93849 0.33092 1.40550
C -1.31524 -0.59100 0.40651
C 0.47719 0.46730 -1.43047
H 0.27535 1.07880 1.85118
H -1.04955 -1.51172 0.18827
H -1.66223 -0.28502 1.44580
*
```

=====

(3)
Formula: C3H3Cl3N3
Source: the Open Molecules 2025 dataset
Level of theory: ωB97M-V/def2-TZVPD

Calculated values
- SMILES string = Cl/N=C/N=C\[NH+]=C(Cl)Cl
- lowest unoccupied orbital energy (eV) = -6.132
- relative energy (zero: lowest compared OMol25 entry of this formula, charge and spin) (kcal per mole) = 22.47

The geometry in ORCA input format:
```
! wB97M-V def2-TZVPD RIJCOSX def2/J DEFGRID3
* xyz 1 1
Cl -2.04867 -1.36030 -1.24721
Cl -2.06863 2.37964 -0.07564
Cl -1.55149 -1.12093 1.56782
N 0.34204 -1.23318 -0.28938
N -0.81225 1.28433 0.29384
N 1.35943 0.78091 0.49775
C -0.92398 -1.15788 0.05290
C 0.36586 1.58331 -0.02192
C 1.39206 -0.49862 0.31565
H 0.69692 -1.91812 -1.01813
H 0.86747 2.31888 -0.53289
H 2.38122 -1.05805 0.45722
*
```

=====

(4)
Formula: C3H3Cl4N
Source: the Open Molecules 2025 dataset
Level of theory: ωB97M-V/def2-TZVPD

Calculated values
- ⟨S²⟩ = 2.01
- lowest unoccupied orbital energy (spin up / spin down) (eV) = 0.602 / -3.366

The geometry in ORCA input format:
```
! wB97M-V def2-TZVPD RIJCOSX def2/J DEFGRID3
* xyz 0 3
Cl 1.19263 -1.71160 2.15732
Cl -1.25022 0.42425 1.61651
Cl 2.50766 -0.55593 -0.09208
Cl 1.92624 0.92604 2.24688
N -0.06961 -0.08398 -0.83810
C -1.28478 0.21133 -1.56166
C 1.30556 -0.24751 1.14432
C 0.00215 0.02505 0.50402
H -1.13971 1.25352 -1.78854
H -1.03061 -0.31764 -2.42718
H -2.15931 0.07647 -0.96149
*
```

=====

(5)
Formula: C3H3ClF2
Source: the Open Molecules 2025 dataset
Level of theory: ωB97M-V/def2-TZVPD

Calculated values
- SMILES string = F[C@@H]1[C@H](F)[C@@H]1Cl
- lowest unoccupied orbital energy (eV) = 0.740
- relative energy (zero: lowest compared OMol25 entry of this formula, charge and spin) (kcal per mole) = 28.98

The geometry in ORCA input format:
```
! wB97M-V def2-TZVPD RIJCOSX def2/J DEFGRID3
* xyz 0 1
Cl 2.12643 -0.10543 -0.74334
F -0.37144 1.35334 -1.22381
F -0.67486 -1.25679 -1.26307
C 0.77435 -0.09236 0.33926
C -0.36872 0.79833 -0.02669
C -0.58778 -0.68547 -0.03385
H -1.17903 -1.15956 0.76037
H -0.73482 1.37785 0.80226
H 1.01586 -0.22991 1.38885
*
```

=====

(6)
Formula: C3H3ClN2
Source: the Open Molecules 2025 dataset
Level of theory: ωB97M-V/def2-TZVPD

Calculated values
- lowest unoccupied orbital energy (eV) = 0.767
- relative energy (zero: lowest compared OMol25 entry of this formula, charge and spin) (kcal per mole) = 82.50

The geometry in ORCA input format:
```
! wB97M-V def2-TZVPD RIJCOSX def2/J DEFGRID3
* xyz 0 1
Cl -0.86745 3.07051 -0.42107
N -0.00287 0.80580 0.21528
N 1.31013 -1.37132 0.12801
C 0.06443 -0.60686 0.46345
C 0.30117 -1.58029 -0.58753
C -1.02178 1.36737 -0.39919
H 0.75919 1.34735 0.63917
H -0.45175 -0.90410 1.37185
H -0.09107 -2.12848 -1.40997
*
```

=====

(7)
Formula: C3H3ClN2OS
Source: the Open Molecules 2025 dataset
Level of theory: ωB97M-V/def2-TZVPD

Calculated values
- SMILES string = Nn1cc(Cl)oc1=S
- lowest unoccupied orbital energy (eV) = 0.584
- relative energy (zero: lowest compared OMol25 entry of this formula, charge and spin) (kcal per mole) = 34.12

The geometry in ORCA input format:
```
! wB97M-V def2-TZVPD RIJCOSX def2/J DEFGRID3
* xyz 0 1
Cl -3.30060 -0.89115 0.10377
S 1.91713 -1.77131 0.02905
O -0.72379 -1.55616 -0.05598
N 1.42758 1.24348 0.13825
N 0.34483 0.30096 -0.02322
C -0.97773 0.63199 -0.15421
C -1.60602 -0.56020 -0.11950
C 0.54481 -0.99377 -0.02005
H 2.12741 0.95374 -0.63239
H 1.81733 1.06476 1.01552
H -1.57097 1.57766 -0.28124
*
```

=====

(8)
Formula: C3H3ClN2OS
Source: the Open Molecules 2025 dataset
Level of theory: ωB97M-V/def2-TZVPD

Calculated values
- SMILES string = [S-][N+]#CCl.CN=C=O
- lowest unoccupied orbital energy (eV) = -0.224
- relative energy (zero: lowest compared OMol25 entry of this formula, charge and spin) (kcal per mole) = 62.15

The geometry in ORCA input format:
```
! wB97M-V def2-TZVPD RIJCOSX def2/J DEFGRID3
* xyz 0 1
Cl -4.14436 -0.84074 -1.14658
S -2.43982 2.55055 0.82755
O -2.69373 -1.61990 1.82223
N -0.69424 -0.81615 0.97883
N -3.08248 1.26069 0.27848
C -1.78728 -1.25505 1.22015
C 0.33375 -0.47579 -0.03184
C -3.31362 0.26357 -0.30403
H -0.15678 -0.16824 -1.01227
H 0.83811 0.49771 0.21726
H 1.00012 -1.34857 -0.20380
*
```